DFT (the ωB97M-V functional and the def2-TZVPD basis) results for C8H24CrO8S as an isolated structure in a non-equilibrium geometry.

Each line ends with the Mulliken charge.
Geometry (Å):
1 S 2.846 0.912 0.286  1.1137
2 H -1.721 3.262 0.032  0.2554
3 H 1.436 -1.546 -1.819  0.0925
4 C -1.390 3.218 2.132  -0.7177
5 H 0.266 -0.348 3.147  0.2557
6 O 2.032 0.628 -0.938  -0.6430
7 C -1.011 -0.306 -4.082  -1.1741
8 H -0.697 1.190 -2.097  0.1825
9 H -2.477 -1.542 2.642  0.3229
10 O -1.493 -0.414 1.173  -0.2957
11 O 0.073 2.332 0.397  -0.1129
12 C -1.748 -0.730 2.546  -0.1990
13 H 0.773 -3.150 -1.888  0.4334
14 H -1.802 2.231 2.336  -0.1247
15 H -2.212 3.908 2.335  0.4207
16 C -0.482 -1.137 3.232  -1.1318
17 C -1.697 -0.429 -2.720  -0.3305
18 H -2.357 -0.145 0.837  0.2091
19 H -1.409 -1.097 -4.728  0.3750
20 H 0.055 -0.538 -4.067  0.2948
21 O 0.529 -2.112 -0.096  -0.1150
22 H -2.626 0.144 -2.731  0.2948
23 H 3.374 -3.050 -1.670  0.3532
24 H -0.435 4.345 0.569  0.3586
25 Cr 0.317 0.054 0.028  0.7139
26 H 0.997 2.683 0.485  0.3135
27 O 1.960 0.219 1.270  -0.6054
28 O 2.694 2.364 0.505  -0.8671
29 H 3.146 -2.166 -0.237  0.2432
30 H 0.306 -2.964 0.299  0.2239
31 C -0.862 3.351 0.707  -0.3438
32 C 1.323 -2.461 -1.234  -0.0454
33 H -1.866 -1.464 -2.440  0.3392
34 H -2.137 0.151 3.066  0.2812
35 H -1.104 0.684 -4.525  0.3903
36 H -0.047 -2.068 2.865  0.2204
37 H -0.763 -1.319 4.271  0.4167
38 O -0.820 0.279 -1.806  -0.1949
39 O 4.218 0.443 0.224  -0.6655
40 H 2.677 -3.910 -0.274  0.3580
41 C 2.690 -2.968 -0.823  -1.1814
42 H -0.557 3.467 2.790  0.2854

Forces on the atoms, in the same order (eV/Å):
0.6 1.9 0.1
0.1 0.0 -0.3
0.1 0.0 0.2
0.2 0.4 0.0
0.1 -0.1 0.2
-0.8 -1.0 -2.1
-0.3 -1.2 -0.4
0.1 0.0 -0.1
-0.1 0.1 -0.4
-0.8 0.0 0.0
-0.4 0.8 -0.1
0.2 -0.2 0.7
0.0 -0.2 0.3
0.4 -0.2 0.0
0.1 0.2 -0.1
0.2 -0.1 0.3
1.1 1.8 -1.0
0.3 0.1 -0.5
-0.3 0.5 -0.3
0.0 0.1 0.6
-0.2 -1.3 -0.3
-0.3 -0.5 0.0
-0.3 -0.3 -0.2
0.1 0.0 -0.1
1.1 0.9 0.0
0.4 -0.6 0.0
-0.5 -1.2 1.7
0.7 0.0 0.3
0.0 -0.2 0.4
-0.2 0.4 0.4
-0.9 -0.3 0.2
0.5 0.0 -1.1
0.3 0.1 0.5
-0.1 0.0 -0.2
-0.3 -0.1 0.0
-0.1 0.1 -0.2
0.3 0.2 0.1
-0.4 -0.6 1.1
-1.2 0.0 0.1
-0.1 0.0 0.0
0.3 0.8 -0.1
-0.2 -0.3 0.4

Calculated values
ΔE to the lowest compared entry with this formula, charge and spin in kcal per mole: 3.4
E_LUMO (spin up / spin down) in eV: -0.296 / -0.301
HOMO level (spin up / spin down) in eV: -7.294 / -8.493
Gap between HOMO and LUMO (spin up / spin down) in eV: 7.00 / 8.19
Multiplicity: 5

DFT (the ωB97M-V functional and the def2-TZVPD basis) results for a 3-piece molecular cluster, C8H24N2O3 overall in a non-equilibrium geometry.

Each line ends with the Mulliken charge.
Geometry (Å):
1 H 1.947 -4.419 -1.448  0.3393
2 H 4.006 -0.649 -3.642  0.2742
3 H -1.189 2.021 -1.178  0.2894
4 H -4.361 2.935 1.354  0.3364
5 O 3.212 -1.657 -2.036  -0.3530
6 C -1.172 3.148 3.458  -0.7467
7 H -1.046 2.096 3.718  0.3032
8 C 2.041 -1.657 -1.194  -0.7083
9 C 2.716 -4.080 -0.745  -1.4106
10 O -2.086 3.283 2.397  -0.3412
11 H -0.219 -1.185 0.230  0.2982
12 H -2.158 0.925 -0.757  0.2431
13 N 1.012 -2.889 0.690  -0.5894
14 O -0.980 -0.927 -0.322  -0.6304
15 H 0.481 -3.732 0.501  0.2178
16 C -2.618 2.722 0.118  0.4301
17 H -1.760 1.374 1.607  0.3177
18 H 3.236 0.360 -2.470  0.2931
19 H -0.680 2.618 1.003  0.3671
20 H 1.207 -1.917 -1.857  0.3224
21 H -0.194 3.577 3.191  0.2876
22 C -4.084 2.480 0.401  -1.3020
23 H 3.042 -2.346 0.452  0.2368
24 H -1.434 3.732 4.341  0.2749
25 H -4.727 2.893 -0.376  0.3400
26 H 2.291 -0.686 -3.640  0.3031
27 C 3.148 -0.614 -2.962  -0.7638
28 N -2.197 1.911 -1.035  -0.7609
29 H 3.643 -3.885 -1.282  0.3544
30 C -1.713 2.438 1.334  -0.6105
31 H -1.193 -1.723 -0.818  0.2840
32 H -4.312 1.413 0.453  0.2747
33 H -2.394 3.749 -0.181  0.3011
34 H 1.440 -3.047 1.599  0.2775
35 C 2.229 -2.765 -0.154  0.4760
36 H 1.989 -0.656 -0.764  0.3847
37 H 2.876 -4.842 0.014  0.3899

Forces on the atoms, in the same order (eV/Å):
0.2 -0.3 -0.1
0.1 -0.4 0.3
-0.2 0.6 -0.2
0.0 0.0 0.0
-0.3 -0.2 0.4
0.7 0.4 0.1
0.0 -0.1 0.2
1.0 -1.1 -1.2
-0.4 0.6 -0.4
0.2 0.0 0.4
-0.3 -0.3 -0.1
-0.6 0.1 0.0
1.2 0.3 0.5
0.1 0.2 0.1
0.1 0.0 -0.3
0.8 -0.4 -0.2
-0.2 0.0 0.2
-0.5 0.1 0.0
0.1 0.2 0.2
-0.4 0.4 0.2
0.1 -0.3 -0.3
-0.2 0.3 0.2
-0.2 -0.3 0.4
-0.7 -0.2 -0.1
0.1 0.1 -0.1
-0.4 0.2 0.4
0.8 0.4 -0.8
0.8 -0.8 0.2
-0.1 -0.3 -0.1
-0.5 0.1 -0.8
0.0 0.0 0.1
0.2 -0.1 0.1
-0.5 0.2 0.2
-0.8 0.0 0.2
0.3 0.6 0.0
-0.6 -0.1 0.3
0.0 0.0 0.1

Calculated values
ΔE to the lowest compared entry with this formula, charge and spin in kcal per mole: 10.2
E_LUMO in eV: 0.573
HOMO level in eV: -8.997
Gap between HOMO and LUMO in eV: 9.57

DFT (the ωB97M-V functional and the def2-TZVPD basis) results for C8H24N2O5V as an isolated structure in a non-equilibrium geometry.

Each line ends with the Mulliken charge.
Geometry (Å):
1 H -2.375 0.271 -4.294  0.1802
2 H 3.369 -1.854 2.512  0.3907
3 H 1.270 -4.831 4.443  0.1701
4 O -2.154 2.992 -4.327  -0.3140
5 H -0.747 2.347 -2.778  0.4149
6 V -1.171 -2.209 2.526  1.4574
7 C -1.268 2.068 -3.694  -0.8333
8 H 1.641 0.522 1.495  0.2695
9 H 2.137 -4.179 1.237  0.3138
10 H -3.285 1.704 -1.728  0.2991
11 H -0.412 2.039 -4.369  0.4338
12 O 1.762 -2.081 1.276  -0.1745
13 C 2.122 0.045 2.349  0.2444
14 N -1.259 -0.176 -2.615  -0.6289
15 H -4.041 -2.069 4.753  0.2377
16 H -3.788 0.146 -2.110  0.3745
17 H -1.495 4.705 -3.277  0.3167
18 C -3.373 1.036 -2.584  -1.3498
19 H 1.757 -0.319 4.284  0.2167
20 H -1.623 -1.118 -2.576  0.2382
21 C 2.775 -1.267 1.811  -0.8472
22 H -0.379 -0.302 -3.095  0.2191
23 H -2.148 5.167 -4.795  0.3008
24 C -1.624 4.350 -4.299  -0.7970
25 O -3.165 -2.493 4.848  -0.6924
26 H 3.868 1.315 2.062  0.3788
27 N 1.254 -0.340 3.408  -0.4192
28 C -2.075 0.749 -3.361  0.5234
29 H 2.641 1.989 3.154  0.4088
30 C 2.201 -3.260 0.655  -0.9040
31 H 3.755 0.708 3.726  0.4042
32 H -4.153 1.446 -3.227  0.3361
33 C 3.183 1.084 2.878  -1.4950
34 O -1.864 -1.055 1.718  -0.5268
35 H 0.706 0.488 3.592  0.3001
36 H 1.700 -3.372 -0.307  0.3040
37 H 3.224 -3.170 0.289  0.3406
38 O 0.333 -4.572 4.349  -0.8048
39 H -0.746 4.451 -4.937  0.2977
40 H 3.447 -0.955 1.011  0.4153

Forces on the atoms, in the same order (eV/Å):
-0.1 0.3 -0.4
-0.1 0.3 0.6
-0.5 0.4 -0.3
0.0 1.7 0.7
-0.7 0.8 0.6
-0.8 1.2 2.2
-0.5 -0.6 -0.2
-0.6 -0.2 0.2
-0.3 0.2 0.4
0.5 0.3 -0.1
0.1 -1.2 -0.4
-1.1 0.0 0.2
3.0 -0.8 -0.1
1.3 -0.1 0.6
0.6 -0.1 -0.3
0.2 -0.4 -0.4
0.4 -0.3 0.1
-0.2 0.3 0.1
0.5 -1.0 0.2
-0.6 0.1 0.0
0.1 1.1 -0.4
0.3 0.1 0.0
-1.6 -0.8 0.0
0.2 -0.4 -0.3
1.1 0.3 -1.6
0.1 0.2 0.1
-2.4 0.7 0.7
-0.5 0.7 -0.6
0.2 0.1 0.1
0.8 -0.3 -1.3
-0.1 -0.1 0.0
0.1 0.0 -0.1
-0.6 -0.8 -1.1
1.3 -2.1 1.0
-0.9 0.2 -0.1
-0.7 -0.1 0.2
0.4 0.2 0.4
-0.2 0.9 -0.9
0.9 -0.6 0.6
0.2 -0.1 -0.3

Calculated values
ΔE to the lowest compared entry with this formula, charge and spin in kcal per mole: 235.6
E_LUMO (spin up / spin down) in eV: -3.230 / -3.164
HOMO level (spin up / spin down) in eV: -7.305 / -7.553
Gap between HOMO and LUMO (spin up / spin down) in eV: 4.08 / 4.39
Multiplicity: 2

DFT (the ωB97M-V functional and the def2-TZVPD basis) results for C8H24N2P2S3SbSc as an isolated structure.

Each line ends with the Mulliken charge.
Geometry (Å):
1 H 1.350 1.929 -1.482  0.2744
2 S -1.488 2.435 -2.148  -0.5264
3 H 0.111 -1.645 3.221  0.5175
4 H 1.222 -1.040 -4.392  0.3971
5 H -0.924 -0.341 -3.633  0.2973
6 H -0.695 -1.810 -2.987  0.2455
7 H 2.617 0.720 -3.325  0.4082
8 N -0.357 -0.853 -2.958  -0.2499
9 H -2.125 1.837 2.524  0.3910
10 H -0.910 3.017 3.049  0.4242
11 H -1.457 -3.719 0.135  0.3759
12 H 1.540 3.175 2.246  0.4696
13 S -2.960 0.217 0.472  -0.2852
14 H -1.793 3.243 1.518  0.3465
15 H 1.031 3.654 0.622  0.4014
16 H 1.414 -3.234 -0.081  0.3942
17 H -1.280 -3.646 1.898  0.4411
18 N 1.322 0.925 -1.632  -0.3295
19 Sc -0.903 0.319 -0.998  0.1407
20 P -0.264 -1.729 0.829  1.0210
21 H 2.167 -1.953 0.867  0.3784
22 P -0.050 1.596 1.290  1.2027
23 Sb -3.762 1.698 -2.072  0.3717
24 H 0.581 0.791 3.502  0.4975
25 C -1.338 2.509 2.183  -1.4197
26 C 0.562 0.354 2.500  -1.1256
27 H 1.604 0.139 2.241  0.3489
28 H 2.222 2.361 0.837  0.3745
29 C 1.066 -0.779 -3.344  -0.5578
30 S -3.232 -0.662 -1.420  -0.3662
31 H -1.308 -0.730 2.731  0.4209
32 C -0.263 -0.931 2.483  -1.0276
33 C 1.564 0.619 -3.062  -0.7041
34 H 1.001 1.348 -3.646  0.3418
35 H -2.484 -2.626 1.075  0.3690
36 H 1.392 -3.315 1.685  0.4200
37 H 1.613 -1.507 -2.740  0.2882
38 H 2.070 0.532 -1.066  0.2029
39 C 1.312 2.804 1.245  -1.4293
40 C 1.320 -2.641 0.830  -1.3897
41 C -1.487 -3.059 1.001  -1.3511

Forces on the atoms, in the same order (eV/Å):
0.0 0.0 0.0
-0.2 -0.1 0.1
0.0 0.0 0.0
0.0 0.0 0.0
0.0 0.0 0.0
0.0 0.0 0.0
0.0 0.0 0.0
-0.1 0.0 0.0
0.0 0.0 0.0
0.0 0.0 0.0
0.0 0.0 0.0
0.0 0.0 0.0
0.1 -0.4 0.0
0.0 0.0 0.0
0.0 0.0 0.0
0.0 0.0 0.0
0.0 0.0 0.0
0.0 -0.1 0.0
0.0 0.3 0.1
0.1 0.1 -0.2
0.0 0.0 0.0
0.0 -0.1 -0.2
0.1 0.2 -0.4
0.0 0.0 0.0
0.0 0.1 0.2
0.1 0.1 0.1
0.0 0.0 0.0
0.0 0.0 0.0
-0.1 -0.1 0.0
-0.2 0.2 0.2
0.0 0.0 0.0
-0.1 -0.1 0.0
0.1 0.1 0.1
0.0 0.0 0.0
0.0 0.0 0.0
0.0 0.0 0.0
0.0 0.0 0.0
0.0 0.0 0.0
0.1 0.1 0.1
0.1 -0.1 0.1
0.0 -0.1 0.1

Calculated values
ΔE to the lowest compared entry with this formula, charge and spin in kcal per mole: 0.0
E_LUMO (spin up / spin down) in eV: -2.593 / -3.422
HOMO level (spin up / spin down) in eV: -9.492 / -11.003
Net charge: +1
Gap between HOMO and LUMO (spin up / spin down) in eV: 6.90 / 7.58
Multiplicity: 2

DFT (the ωB97M-V functional and the def2-TZVPD basis) results for a 8-piece molecular cluster, C8H24N8O16 overall in a non-equilibrium geometry.

Each line ends with the Mulliken charge.
Geometry (Å):
1 O 6.311 8.619 0.519  -0.4957
2 O 2.923 0.630 8.605  -0.4777
3 H 3.664 8.161 -1.109  0.2732
4 N 5.442 9.004 -0.211  0.8305
5 H 2.021 -6.223 -1.349  0.2873
6 H 1.214 1.721 7.340  0.2853
7 O 1.494 -6.803 4.887  -0.5123
8 H 2.495 -7.135 -2.823  0.2921
9 H -4.042 7.741 -4.442  0.2854
10 O -5.511 -0.532 -7.797  -0.5058
11 O -3.992 -4.817 0.285  -0.5132
12 H 3.303 -7.350 -1.259  0.3001
13 H -0.795 -0.227 -0.361  0.2841
14 O -6.077 -4.249 0.477  -0.4946
15 N -3.777 6.652 -6.064  0.8563
16 N 2.295 -5.893 4.923  0.8172
17 N 0.244 1.488 -0.767  0.8132
18 O 2.094 -4.853 4.300  -0.5037
19 C 0.152 0.193 -0.022  -0.6173
20 H -2.632 6.514 -4.270  0.3061
21 O 1.303 -0.756 8.990  -0.5049
22 O 5.024 10.173 -0.378  -0.5111
23 H -5.778 -5.904 2.622  0.2665
24 O 0.922 2.395 -0.279  -0.5148
25 O -2.819 6.692 -6.781  -0.5071
26 H -4.086 -5.503 2.538  0.2984
27 N 3.829 -5.501 -2.248  0.7950
28 C -3.627 6.753 -4.645  -0.7356
29 H 0.984 -0.459 -0.287  0.2660
30 H 4.344 -6.574 5.263  0.2673
31 C 2.852 -6.620 -1.931  -0.6937
32 H 3.949 -4.906 5.891  0.3029
33 H -3.036 -0.127 -8.391  0.3078
34 C 0.785 1.465 8.308  -0.6365
35 H -5.291 -4.128 2.876  0.2579
36 N 1.745 0.390 8.706  0.7820
37 H 0.917 2.200 9.102  0.2673
38 N -5.042 -4.708 0.906  0.8073
39 H -2.828 -0.157 -6.571  0.2650
40 O 3.753 -4.886 -3.300  -0.4833
41 H -0.267 1.216 8.169  0.2845
42 N -4.801 0.047 -7.020  0.8349
43 O -5.204 0.688 -6.078  -0.5074
44 H -4.259 5.967 -4.231  0.3080
45 O 4.817 -5.284 -1.507  -0.4974
46 O -4.853 6.269 -6.546  -0.5131
47 H 4.855 6.998 -0.325  0.3074
48 H 3.300 -6.246 6.742  0.2882
49 C -3.395 0.220 -7.422  -0.6710
50 C 4.704 7.872 -0.959  -0.6770
51 H 5.210 7.593 -1.883  0.2729
52 C -5.086 -5.090 2.406  -0.6223
53 H 0.216 0.361 1.053  0.2660
54 H -3.305 1.300 -7.537  0.2765
55 C 3.608 -5.931 5.745  -0.6598
56 O -0.269 1.540 -1.863  -0.4974

Forces on the atoms, in the same order (eV/Å):
0.6 0.7 0.4
-0.2 0.5 0.3
0.3 0.0 0.0
-2.1 0.6 -1.4
0.0 0.4 -0.4
-0.2 0.8 0.2
1.0 -0.5 0.8
0.2 0.6 -0.1
0.4 -0.1 0.7
-0.7 -1.2 -0.4
-0.9 -0.1 0.7
0.5 0.3 -0.2
0.2 -0.2 0.3
0.1 0.0 -0.3
-1.1 -3.2 -3.2
-0.2 1.4 -1.0
1.6 0.8 0.1
0.7 -0.4 0.5
-0.5 0.0 0.1
0.1 0.8 -0.6
0.5 2.5 -0.3
1.2 -2.3 0.4
-0.4 0.5 -0.4
-0.8 -0.9 -0.1
2.0 1.2 -0.1
0.0 0.5 0.6
3.1 0.7 -0.3
-0.9 -0.1 1.6
0.0 0.3 -0.4
-0.3 0.0 0.1
0.0 0.0 0.7
-0.1 -0.1 -0.7
-0.9 -0.9 0.3
0.7 0.2 -0.1
0.0 -0.5 0.3
-1.1 -3.7 0.0
-0.1 0.4 -0.5
-0.2 -0.2 0.5
0.3 0.3 -0.3
-1.4 -0.8 0.4
0.4 -0.7 0.4
-0.6 1.1 -1.6
0.4 -0.2 0.8
-0.3 0.4 0.0
-2.4 -1.2 -0.2
-0.1 1.1 1.5
-0.4 0.2 0.1
0.2 -0.6 -0.2
1.2 1.0 0.7
0.4 0.1 0.5
0.0 0.7 -0.1
1.4 -0.2 -1.4
-0.2 0.2 -0.2
0.2 0.1 0.6
-1.3 0.2 0.4
-0.3 -0.1 0.2

Calculated values
ΔE to the lowest compared entry with this formula, charge and spin in kcal per mole: 62.9
E_LUMO in eV: -0.110
HOMO level in eV: -10.748
Gap between HOMO and LUMO in eV: 10.64

DFT (the ωB97M-V functional and the def2-TZVPD basis) results for a 4-piece molecular cluster, C8H24O4 overall in a non-equilibrium geometry.

Each line ends with the Mulliken charge.
Geometry (Å):
1 O 7.515 41.901 23.603  -0.5411
2 O 6.388 47.530 20.044  -0.5419
3 H 5.188 47.458 25.166  0.4326
4 C 6.550 46.403 19.226  -0.1379
5 H 5.699 48.095 19.747  0.2568
6 C 6.401 42.348 22.892  0.5099
7 H 7.491 41.785 21.021  0.2251
8 H 6.231 40.641 21.539  0.3659
9 H 4.148 46.219 24.898  0.4303
10 H 9.859 51.265 24.669  0.4009
11 H 4.365 47.281 22.656  0.3180
12 H 6.712 46.908 18.195  0.2139
13 C 8.388 49.704 24.330  -0.6799
14 H 5.637 45.956 19.108  0.3756
15 C 9.523 50.407 25.114  -1.3077
16 H 7.626 42.383 24.487  0.3203
17 H 6.449 43.370 22.727  -0.2451
18 H 9.152 50.937 26.050  0.2793
19 H 5.346 45.574 22.802  0.0470
20 H 7.758 44.701 19.291  0.4095
21 H 8.628 46.034 19.504  0.3404
22 H 5.564 42.000 20.783  0.2411
23 H 6.594 47.523 21.902  0.2831
24 C 7.672 45.645 19.744  -1.1556
25 C 5.091 46.619 24.615  -1.3714
26 O 6.469 47.300 22.888  -0.4304
27 C 6.451 41.667 21.570  -1.0617
28 O 7.774 48.692 25.029  -0.5196
29 H 10.106 49.666 25.210  0.3704
30 H 7.837 50.157 23.816  0.8618
31 H 8.767 49.207 23.386  0.2833
32 H 7.675 48.011 24.452  0.3150
33 H 7.634 45.367 20.795  0.2087
34 C 5.200 46.666 23.042  0.1185
35 H 5.813 45.740 25.064  0.1914
36 H 5.297 42.283 23.395  0.1935

Forces on the atoms, in the same order (eV/Å):
0.4 0.5 2.7
0.7 0.6 2.1
0.9 3.1 1.2
0.9 3.6 -2.6
-0.9 0.6 -0.5
-2.6 -0.8 0.6
-2.1 0.1 1.2
0.1 -1.6 0.7
-1.2 -0.4 0.1
1.5 1.6 -2.1
0.4 -0.8 -0.4
0.4 -1.5 1.0
9.1 -6.3 4.0
-2.2 -2.0 0.1
-7.3 3.8 0.7
-0.4 -0.9 -2.0
0.4 2.3 -0.3
0.2 -1.6 -0.5
-1.0 1.1 -0.7
-0.4 -1.5 -1.0
0.8 1.1 0.1
2.3 -0.1 2.0
-0.2 -0.6 1.8
0.8 -1.5 0.6
0.8 -5.5 -1.4
0.2 0.8 -2.8
-0.6 1.3 -4.3
-0.1 2.2 4.0
5.3 -4.7 1.6
-9.3 8.4 -6.0
1.3 0.0 0.8
-0.9 -3.2 -2.4
-0.3 0.6 0.3
1.6 -0.2 3.3
-1.3 2.4 -1.2
2.5 -0.6 -0.7

Calculated values
ΔE to the lowest compared entry with this formula, charge and spin in kcal per mole: 125.0
E_LUMO in eV: 0.512
HOMO level in eV: -9.381
Gap between HOMO and LUMO in eV: 9.89